i:
Entry from OMol25: an isolated molecule of C4H6ClNOS (the ωB97M-V functional and the def2-TZVPD basis).

CARTESIAN COORDINATES (ANGSTROEM)
Cl 1.85832 0.97530 2.99351
S 2.11088 -0.52995 0.47989
O -0.66980 0.98782 -0.16057
N -0.62030 -0.70120 1.42486
C -0.33449 -0.28821 0.12409
C 1.71438 -0.66081 2.19016
C -0.80994 1.30724 -1.51781
C 0.16999 -0.86213 2.37397
H -1.76942 1.09603 -1.78545
H 2.35354 -1.29887 2.83157
H -0.45709 -0.91270 -0.72732
H -0.17244 -1.02360 3.37985
H -0.62056 2.30780 -1.57776
H -0.18713 0.79390 -2.20921

The orbital gap comes out at 8.85 eV. As for the HOMO energy: -8.3655 eV. The value obtained for the molecular weight is 151.618 g/mol. As for the LUMO energy: 0.018 hartree.

ii:
Entry from OMol25: an isolated molecule of C4H6ClNOS (the ωB97M-V functional and the def2-TZVPD basis).

CARTESIAN COORDINATES (ANGSTROEM)
Cl 2.29257 -2.21574 -0.01390
S 2.39548 0.64301 0.98178
O -1.77035 -0.27834 -0.32775
N 0.34772 -0.04689 -0.91175
C -0.57973 0.24066 -0.07715
C 1.66240 0.45639 -0.65343
C -2.86980 -0.05100 0.53133
C 2.72841 -0.52526 -0.24134
H 3.62849 -0.46399 -0.88656
H -0.30204 0.74344 0.94122
H -3.00624 0.97503 0.71142
H 1.99155 1.30355 -1.44465
H -2.69572 -0.51580 1.46176
H -3.82273 -0.26506 -0.07099

The orbital gap comes out at 9.96 eV. As for the HOMO energy: -9.2984 eV. The value obtained for the molecular weight is 151.618 g/mol. Its SMILES is CO/C=N/[C@H]1S[C@H]1Cl. As for the LUMO energy: 0.024 hartree.

From most stable to least stable, the computed energies give ii, i.

i:
Entry from OMol25: a 3-piece molecular cluster, C4H16N2O2 overall (the ωB97M-V functional and the def2-TZVPD basis).

CARTESIAN COORDINATES (ANGSTROEM)
O -1.58108 -1.12152 -2.47014
O -3.75520 -2.25253 0.23906
N -1.06570 1.92430 -0.73988
N 1.54861 -1.60100 2.32960
C 1.40715 1.16472 -0.35834
C 1.01725 0.37278 0.90331
C 1.57249 -1.04111 0.95244
C 0.35837 2.13659 -0.97041
H -1.34826 1.80089 0.20973
H 1.30832 1.03554 1.70895
H 0.57709 -1.56287 2.62452
H 2.06973 -1.00314 2.95523
H 2.22030 1.87313 -0.13573
H 2.54694 -0.98407 0.46920
H 0.51539 3.18559 -0.61979
H -1.08178 -1.77916 -1.98356
H -4.28095 -1.54776 0.62860
H -0.13136 0.17244 0.99041
H -2.84633 -2.03263 0.46795
H 0.89450 -1.75320 0.46552
H -1.26371 1.08842 -1.26653
H 0.77286 2.19095 -2.00144
H -1.07428 -0.75956 -3.20238
H 1.61965 0.49320 -1.19631

The orbital gap comes out at 9.54 eV. As for the HOMO energy: -9.1829 eV. The value obtained for the molecular weight is 124.184 g/mol. Its SMILES is NCCCCN.O.O. As for the LUMO energy: 0.013 hartree.

ii:
Entry from OMol25: a 3-piece molecular cluster, C4H16N2O2 overall (the ωB97M-V functional and the def2-TZVPD basis).

CARTESIAN COORDINATES (ANGSTROEM)
O -1.29893 -3.65119 -0.10180
O -1.45426 -1.57768 2.37167
N 1.56856 3.41132 0.09178
N 0.12814 1.54896 -0.27504
C 1.49972 1.90503 0.17157
C -0.13444 0.13451 -0.23539
C -1.62260 -0.12585 -0.39346
C 0.73792 -0.73850 -1.19327
H 1.38526 3.89932 1.06971
H -1.88408 0.51762 -1.22407
H 2.48657 3.73093 -0.02275
H -0.80533 -4.14189 0.56582
H -0.69584 -2.96644 -0.48894
H 0.06824 -0.19029 0.84681
H 1.49815 1.66412 1.23005
H 0.62912 -0.55767 -2.24054
H -1.91398 -1.17245 -0.62323
H -0.03277 2.06924 -1.18732
H -1.68290 -2.09380 1.59474
H 2.27569 1.62637 -0.57224
H -1.08599 -0.74059 2.01665
H 0.70250 -1.88923 -1.11035
H -2.14645 -0.08302 0.60575
H 1.77768 -0.57882 -0.89615

The orbital gap comes out at 9.83 eV. As for the HOMO energy: -9.1581 eV. The value obtained for the molecular weight is 124.184 g/mol. Its SMILES is CC(C)NCN.O.O. As for the LUMO energy: 0.025 hartree.

From most stable to least stable, the computed energies give i, ii.

i:
Entry from OMol25: an isolated molecule of C8H7N3O2 (the ωB97M-V functional and the def2-TZVPD basis).

CARTESIAN COORDINATES (ANGSTROEM)
O 2.16625 2.24033 1.36312
O 1.61452 2.86785 -0.55512
N 0.42098 -1.91120 2.11730
N 1.64069 2.09064 0.32395
N -2.86933 -1.74948 2.22953
C 0.82559 0.40107 -1.35412
C -0.26339 0.90835 -1.87744
C -1.83350 -1.42845 1.84570
C -0.46460 -1.06459 1.48155
C -1.39284 1.25291 -1.01150
C 1.06869 0.52661 0.08272
C -0.22503 0.08579 0.71641
C -1.40864 0.70775 0.20510
H -2.19848 1.04213 0.89600
H 1.80206 0.06830 -1.95996
H -2.20965 1.65858 -1.64072
H 1.47386 -1.98050 2.12642
H -0.50222 1.11273 -3.03350
H -0.04417 -2.72278 2.43160
H 1.99203 0.15434 0.47154

The orbital gap (alpha / beta) comes out at 7.99 / 7.99 eV. As for the HOMO energy (alpha / beta): -8.6127 / -8.6126 eV. The value obtained for the molecular weight is 177.163 g/mol. Its SMILES is N#C/C(N)=C1\C=CC=C[C@H]1[N+](=O)[O-]. As for the LUMO energy (alpha / beta): -0.023 / -0.023 hartree.

ii:
Entry from OMol25: C8H7N3O2 as an isolated structure (the ωB97M-V functional and the def2-TZVPD basis).

CARTESIAN COORDINATES (ANGSTROEM)
O 2.86446 -3.26395 2.31855
O 3.63955 -1.50598 1.04946
N 2.34891 1.24864 -0.81183
N 1.10211 -0.31422 1.33079
N -0.09247 -0.89591 1.61045
C -1.01061 -0.46269 0.72002
C -3.10509 -0.13484 -0.39201
C -2.47293 0.73370 -1.24626
C 3.32747 -2.40773 1.70218
C -2.38402 -0.66989 0.68133
C -1.17901 1.17895 -1.15168
C 0.81783 0.32591 0.29215
C -0.45163 0.49701 -0.18470
H -4.21723 -0.19209 -0.65394
H 2.03893 1.02926 -1.72422
H -0.67205 1.85845 -1.80623
H 2.38447 2.19861 -0.56260
H -3.08285 -1.25017 1.45856
H 3.19366 0.76195 -0.56302
H -3.04947 1.26500 -2.06700

The orbital gap comes out at 7.56 eV. As for the HOMO energy: -7.7120 eV. The value obtained for the molecular weight is 177.163 g/mol. As for the LUMO energy: -0.006 hartree.

From most stable to least stable, the computed energies give ii, i.

i:
Entry from OMol25: a 2-piece molecular cluster, C3H5FS overall (the ωB97M-V functional and the def2-TZVPD basis).

CARTESIAN COORDINATES (ANGSTROEM)
S -1.72328 -1.78054 -1.25469
F -0.53102 0.39949 -2.30838
C 0.76644 2.06658 2.21717
C -0.20630 -0.86502 -1.71025
C 0.80563 0.89886 1.92059
H 0.26132 -1.47097 -2.42459
H 0.95739 -0.06964 1.81096
H -1.47469 -1.59780 -0.00145
H 0.36865 -0.68191 -0.77887
H 0.77587 3.10094 2.52950

The orbital gap comes out at 10.61 eV. As for the HOMO energy: -9.8786 eV. The value obtained for the molecular weight is 92.138 g/mol. Its SMILES is C#C.FCS. As for the LUMO energy: 0.027 hartree.

ii:
Entry from OMol25: an isolated molecule of C3H5FS (the ωB97M-V functional and the def2-TZVPD basis).

CARTESIAN COORDINATES (ANGSTROEM)
S -1.59643 -0.17547 -0.30665
F 1.94764 -0.12448 -0.31505
C 0.49090 -0.01819 -0.42008
C -0.12926 -1.11906 0.27384
C -0.20276 1.16926 0.14976
H 0.19244 -0.65106 1.24612
H -0.03375 -0.24515 -1.50904
H -0.53750 2.13425 -0.40802
H -0.05047 1.34273 1.18587
H -0.08081 -2.31284 0.10324

The orbital gap comes out at 9.47 eV. As for the HOMO energy: -8.9546 eV. The value obtained for the molecular weight is 92.138 g/mol. As for the LUMO energy: 0.019 hartree.

From most stable to least stable, the computed energies give i, ii.

i:
Entry from OMol25: C7H12O2P as an isolated structure (the ωB97M-V functional and the def2-TZVPD basis).

CARTESIAN COORDINATES (ANGSTROEM)
P 1.97593 -0.19766 -0.09031
O 2.74234 1.08207 -0.27510
O 2.59248 -1.51284 -0.28898
C 0.02961 2.34026 -0.36824
C 0.95729 -0.03327 1.55102
C 0.34148 -0.18206 -0.89713
C -0.44689 -0.03532 0.93990
C -0.50008 0.86661 -0.29569
C -0.38656 -1.21957 -0.05201
C -1.74745 -1.79260 -0.53580
H 1.08201 0.89840 2.13393
H -0.63021 3.18032 0.00892
H 0.30605 -2.06342 0.28409
H 0.25584 -0.24166 -2.47661
H 1.30946 -0.87296 2.27770
H 0.98595 2.28123 0.17071
H 0.18439 2.52241 -1.42038
H -2.02211 -2.67117 0.23507
H -1.62997 -2.12188 -1.62038
H -2.58876 -1.05436 -0.46855
H -1.18572 -0.08237 1.74893
H -1.62509 0.90985 -0.56110

The orbital gap comes out at 8.22 eV. As for the HOMO energy: -4.5114 eV. The value obtained for the molecular weight is 159.145 g/mol. As for the net charge: -1. As for the LUMO energy: 0.136 hartree.

ii:
Entry from OMol25: an isolated ion of composition C7H12O2P and charge -1 (the ωB97M-V functional and the def2-TZVPD basis).

CARTESIAN COORDINATES (ANGSTROEM)
P -1.97271 0.36245 0.12661
O -1.83462 0.58354 1.57930
O -3.35765 0.36082 -0.42549
C 2.85393 1.92325 0.43378
C 1.38349 2.16725 0.18049
C -0.91339 -2.07667 0.42841
C -0.45618 -3.51837 0.26920
C -0.85078 1.60017 -0.82230
C -1.21318 -1.15484 -0.45885
C 0.56207 1.34300 -0.43797
H 0.98393 3.07218 0.66861
H 3.50583 2.56177 -0.26569
H 2.97070 1.02652 -0.04305
H 1.03669 0.39697 -0.65093
H -1.02545 -1.72937 1.44733
H -1.24145 -4.03509 0.89305
H 3.22727 2.04094 1.35389
H -0.91942 1.38744 -1.84377
H -1.36949 -1.51478 -1.49042
H -0.67829 -3.73793 -0.75201
H -1.26220 2.63979 -0.63828
H 0.57089 -3.69902 0.44806

The orbital gap comes out at 8.08 eV. As for the HOMO energy: -4.4670 eV. The value obtained for the molecular weight is 159.145 g/mol. Its SMILES is C/C=C/C[P@@](=O)([O-])/C=C/C. As for the net charge: -1. As for the LUMO energy: 0.133 hartree.

From most stable to least stable, the computed energies give ii, i.

i:
Entry from OMol25: an isolated molecule of C4H5Cl (the ωB97M-V functional and the def2-TZVPD basis).

CARTESIAN COORDINATES (ANGSTROEM)
Cl -0.12500 2.01156 -1.48165
C 0.24675 -0.60391 -0.85562
C 0.39217 0.51802 -1.79508
C 0.15470 -0.54911 0.70854
C -0.40309 0.47320 1.43983
H 1.04768 -1.26450 -1.26439
H -0.59875 1.44747 0.98807
H -0.70602 0.23869 2.49687
H -0.63257 -0.97799 -1.36431
H 0.62414 -1.29345 1.12775

The orbital gap comes out at 8.09 eV. As for the HOMO energy: -8.0392 eV. The value obtained for the molecular weight is 88.537 g/mol. As for the LUMO energy: 0.002 hartree.

ii:
Entry from OMol25: an isolated molecule of C4H5Cl (the ωB97M-V functional and the def2-TZVPD basis).

CARTESIAN COORDINATES (ANGSTROEM)
Cl 0.38097 1.04855 1.91042
C -0.39191 0.10029 0.56159
C 1.32076 -1.86411 0.08324
C -0.49594 0.99705 -0.66204
C 0.54100 -0.92746 0.23406
H -0.37303 0.47016 -1.57500
H 1.75722 -2.79677 -0.24907
H -1.41791 -0.23073 0.88699
H -1.47349 1.39703 -0.70970
H 0.15234 1.80597 -0.48050

The orbital gap comes out at 11.13 eV. As for the HOMO energy: -10.1684 eV. The value obtained for the molecular weight is 88.537 g/mol. Its SMILES is C#C[C@H](C)Cl. As for the LUMO energy: 0.035 hartree.

From most stable to least stable, the computed energies give ii, i.

i:
Entry from OMol25: a 2-piece molecular cluster, C10H20Si overall (the ωB97M-V functional and the def2-TZVPD basis).

CARTESIAN COORDINATES (ANGSTROEM)
Si 1.85118 -0.43482 -0.03742
C -0.83846 0.89100 0.04070
C -1.74287 -0.26156 -0.31600
C -3.18396 0.18883 -0.49158
C 2.27059 -1.63521 1.38950
C -0.41976 1.82207 -1.06908
C 1.99188 -1.39022 -1.64705
C -0.89625 1.21068 1.50565
C -1.50836 -1.59986 0.48859
C 3.34331 2.12291 0.33011
C 2.77907 1.12592 -0.06261
H -0.05834 1.76281 1.79706
H 1.56777 -2.35829 -1.64208
H -3.50212 0.67437 0.48713
H -1.73298 -2.41100 -0.15822
H -1.70357 1.85606 1.67025
H -1.03279 2.85007 -1.23613
H 1.48670 -1.03643 -2.51116
H 3.03817 -1.31099 -2.08386
H -2.32236 -1.65565 1.15294
H 0.54907 2.23772 -0.81032
H -0.53348 -1.69361 0.87596
H -0.53226 1.44877 -2.08222
H -1.26845 -0.68460 -1.31948
H 3.28316 -1.84825 1.45984
H 1.82165 -2.61452 1.16900
H 1.91396 -1.24609 2.30025
H -3.22245 1.00068 -1.11225
H -3.93134 -0.45562 -0.92697
H 3.69813 3.04776 0.68466
H -1.16485 0.39707 2.15480

The orbital gap (alpha / beta) comes out at 7.29 / 7.19 eV. As for the HOMO energy (alpha / beta): -6.5954 / -6.8782 eV. The value obtained for the molecular weight is 168.356 g/mol. As for the LUMO energy (alpha / beta): 0.026 / 0.011 hartree.

ii:
Entry from OMol25: a 2-piece molecular cluster, C10H20Si overall (the ωB97M-V functional and the def2-TZVPD basis).

CARTESIAN COORDINATES (ANGSTROEM)
Si -0.17930 -0.69486 0.54709
C -1.56453 -0.40841 -0.77411
C -1.86912 -1.88112 -1.19295
C -0.63050 -0.99236 2.41460
C 3.19399 0.72260 -1.28625
C -2.87781 0.07031 -0.04631
C 2.68193 1.62348 -0.53751
C 2.33926 2.56480 1.63211
C 1.83678 2.32709 0.25703
C -1.04052 0.43328 -1.96506
C 1.38300 -1.54514 -0.13972
H 4.04372 0.26417 -1.71758
H -3.42614 -0.76886 0.53400
H 2.06971 -1.66069 0.55642
H -1.22972 -1.88916 2.54419
H 3.00577 1.84352 1.94225
H -1.26447 -2.25016 -2.00992
H 0.83464 2.71868 0.13007
H -0.62594 -0.35935 -2.48364
H -0.37512 1.18391 -1.52400
H 1.55246 2.39260 2.29425
H 0.23240 -0.94843 2.90237
H -1.90148 0.85638 -2.55928
H -3.60830 0.30590 -0.86942
H 1.14972 -2.65983 -0.56139
H 1.90402 -0.91204 -0.89830
H -1.27771 -0.26390 2.72773
H -2.89980 -1.88252 -1.58355
H -1.70055 -2.70611 -0.52041
H 2.82233 3.65602 1.60855
H -2.57874 0.86022 0.57874

The orbital gap (alpha / beta) comes out at 7.75 / 5.72 eV. As for the HOMO energy (alpha / beta): -7.4328 / -5.9798 eV. The value obtained for the molecular weight is 168.356 g/mol. As for the LUMO energy (alpha / beta): 0.012 / -0.010 hartree.

From most stable to least stable, the computed energies give i, ii.

i:
Entry from OMol25: an isolated molecule of FH3P2S2 (the ωB97M-V functional and the def2-TZVPD basis).

CARTESIAN COORDINATES (ANGSTROEM)
S 1.66399 -0.24784 -1.22659
S -1.67461 -0.77534 -1.26280
P 0.06760 -0.41760 -0.12184
P -0.42007 1.09311 1.46896
F 0.20070 -1.84087 0.87778
H -0.01505 1.99276 0.52995
H 1.01791 1.29652 1.93129
H -0.84047 -1.10073 -2.19674

The orbital gap comes out at 9.12 eV. As for the HOMO energy: -9.3025 eV. The value obtained for the molecular weight is 148.104 g/mol. Its SMILES is F[P@@](P)(=S)S. As for the LUMO energy: -0.007 hartree.

ii:
Entry from OMol25: a 2-piece molecular cluster, FH3P2S2 overall (the ωB97M-V functional and the def2-TZVPD basis).

CARTESIAN COORDINATES (ANGSTROEM)
S -1.11724 1.64595 0.26703
S -3.09057 -0.33537 -1.26484
P -1.72747 -0.16263 0.38009
P 2.34982 -0.18720 0.14831
F 1.02443 -1.26236 0.19228
H -2.25500 0.29401 -2.03962
H 1.61897 0.73255 1.04055
H 3.19706 -0.72495 1.27620

The orbital gap comes out at 7.65 eV. As for the HOMO energy: -9.0027 eV. The value obtained for the molecular weight is 148.104 g/mol. Its SMILES is S=PS.FP. As for the LUMO energy: -0.050 hartree.

From most stable to least stable, the computed energies give i, ii.